Record 1
Below is a 5-piece molecular cluster, C16H34N6O6P overall at a distorted geometry, with properties calculated with ωB97M-V with the def2-TZVPD basis set.

XYZ file:
```
63
Properties=species:S:1:pos:R:3:forces:R:3:lowdin_charge:R:1
O 4.124 -1.392 -0.234 -2.0 2.2 -0.6 -0.29
P 3.529 0.061 0.430 1.7 0.6 0.6 0.93
O 4.296 1.332 -0.468 -1.2 -2.9 -0.1 -0.32
C 1.667 0.273 -0.038 0.5 -1.8 -1.9 -0.26
C 1.065 -0.848 -0.889 -4.3 4.1 0.7 0.02
C -0.441 -0.541 -1.246 4.7 2.1 2.7 0.10
C -0.879 0.813 -0.629 -0.3 -1.2 -0.5 -0.02
N -0.200 1.726 0.176 -1.0 -2.3 -1.7 0.08
N 1.065 1.444 0.462 0.3 -3.7 -2.2 0.00
H 3.764 -1.537 -1.139 0.5 -0.2 0.6 0.06
H 4.590 0.877 -1.296 -0.1 0.9 0.5 0.04
H 1.598 -1.776 -1.268 -0.7 1.5 0.8 0.11
H -1.072 -1.223 -1.897 0.8 1.1 1.1 0.12
H -1.970 1.119 -0.886 2.0 -0.2 0.7 0.08
H 1.602 2.122 1.035 -0.5 -0.6 -0.5 0.18
C -1.938 -5.161 -0.451 -0.1 0.0 -0.2 0.00
C -1.007 -4.018 -0.157 0.2 0.1 0.3 -0.52
O -0.528 -3.319 -1.050 0.0 0.0 -0.1 -0.02
N -0.699 -3.768 1.142 -0.2 -0.1 -0.9 0.01
C -1.158 -4.472 2.323 0.3 0.3 0.3 -0.06
H -2.090 -5.238 -1.528 0.1 0.1 0.1 0.09
H -1.506 -6.099 -0.095 -0.2 0.0 0.1 0.09
H -2.907 -4.988 0.023 0.1 -0.2 0.1 0.09
H -0.070 -2.987 1.262 -0.1 -0.1 0.1 0.13
H -1.674 -3.760 2.968 -0.1 -0.3 0.1 0.07
H -0.284 -4.861 2.849 -0.2 -0.1 0.1 0.09
H -1.829 -5.293 2.082 0.1 0.1 0.0 0.08
C -3.187 3.655 -3.224 0.1 -0.1 -0.1 0.00
C -3.466 3.163 -1.831 -0.2 0.3 0.4 -0.51
O -3.283 1.990 -1.502 -0.3 0.1 -0.2 -0.03
N -3.934 4.055 -0.923 0.3 -0.6 -0.5 0.02
C -4.212 5.463 -1.113 -0.1 0.0 0.4 -0.06
H -2.820 2.830 -3.834 -0.1 0.0 0.2 0.09
H -4.104 4.038 -3.677 0.1 0.1 0.0 0.09
H -2.423 4.435 -3.200 -0.2 0.1 -0.1 0.09
H -4.098 3.651 -0.011 0.0 0.1 -0.1 0.15
H -3.597 6.032 -0.413 -0.1 0.2 -0.2 0.09
H -5.265 5.639 -0.886 0.1 0.2 -0.1 0.09
H -4.002 5.793 -2.128 0.0 -0.1 0.1 0.08
C -4.965 -3.446 5.893 -0.2 -0.1 0.0 -0.01
C -3.486 -3.565 5.643 0.4 -0.5 0.0 -0.56
O -2.933 -4.649 5.516 -0.1 0.2 -0.1 0.02
N -2.759 -2.415 5.558 -0.3 -0.3 -0.1 -0.01
C -3.225 -1.051 5.680 0.5 0.0 0.0 -0.08
H -5.407 -4.442 5.935 0.2 0.1 0.0 0.09
H -5.145 -2.948 6.848 -0.1 0.1 -0.1 0.09
H -5.440 -2.891 5.081 -0.1 0.1 0.2 0.09
H -1.776 -2.574 5.390 -0.1 0.0 0.1 0.13
H -2.984 -0.521 4.755 -0.2 0.2 0.1 0.08
H -2.692 -0.578 6.509 -0.2 0.2 0.0 0.09
H -4.296 -0.994 5.860 0.1 -0.1 0.0 0.08
C 6.210 1.909 -5.173 -0.1 -0.2 -0.1 -0.02
C 7.159 3.044 -4.896 0.4 0.6 -0.4 -0.55
O 7.625 3.733 -5.791 -0.2 -0.3 0.2 0.04
N 7.494 3.294 -3.599 -0.2 -0.2 -0.3 0.00
C 7.052 2.598 -2.411 0.4 0.5 0.1 -0.09
H 6.038 1.833 -6.246 0.1 0.1 0.1 0.09
H 6.639 0.967 -4.824 -0.1 0.0 0.1 0.08
H 5.251 2.093 -4.681 0.0 -0.1 0.0 0.08
H 8.133 4.069 -3.492 -0.1 -0.1 0.0 0.14
H 6.553 3.319 -1.758 -0.1 -0.3 0.2 0.08
H 7.931 2.201 -1.898 -0.2 -0.2 0.2 0.09
H 6.367 1.784 -2.639 0.1 0.1 -0.1 0.05
```
Positions in Å, forces in eV/Å.

Results
Orbital gap, eV: 6.27
Total charge: +1
E, hartree: -1751.1029
M, g/mol: 437.5

Record 2
Below is a 4-piece molecular cluster, C16H34O8 overall at a distorted geometry, with properties calculated with ωB97M-V with the def2-TZVPD basis set.

XYZ file:
```
58
Properties=species:S:1:pos:R:3:forces:R:3:lowdin_charge:R:1
C -3.424 6.341 2.579 -0.5 -7.6 -1.7 0.11
C -3.652 5.088 2.205 1.7 5.9 2.9 -0.10
O -3.663 3.635 2.059 2.2 2.4 -0.4 0.02
C -2.411 3.326 1.406 3.9 4.2 -3.3 -0.35
O -1.826 4.285 0.779 -2.9 -5.3 2.9 0.06
O -1.747 2.058 1.423 -2.9 2.4 1.9 0.04
C -1.818 1.418 2.739 0.2 -2.1 1.1 -0.12
O -1.200 0.088 2.591 1.3 3.9 0.3 -0.15
O -2.212 -0.818 2.564 -2.1 -3.2 -0.9 -0.06
H -2.988 7.324 3.020 -1.4 -2.3 -1.3 0.08
H -2.894 1.234 3.108 1.6 0.5 -0.8 0.16
H -1.191 1.953 3.554 -0.9 -0.6 -1.8 0.17
H -1.917 -1.585 1.975 -0.2 1.6 0.9 0.13
C -1.891 -3.464 -2.095 -0.1 -0.1 -0.1 -0.08
C -1.410 -3.149 -0.690 0.0 -0.1 0.0 -0.28
O -2.039 -3.938 0.317 0.0 0.3 0.1 -0.17
C -1.860 -5.347 0.218 0.1 -0.1 0.0 -0.27
C -0.406 -5.779 0.287 0.1 0.1 0.0 -0.07
H -2.975 -3.333 -2.168 0.1 0.0 0.0 0.08
H -1.408 -2.803 -2.820 -0.1 0.0 0.1 0.08
H -1.667 -4.493 -2.381 0.1 0.1 0.0 0.07
H -1.649 -2.105 -0.461 -0.1 -0.1 0.1 0.11
H -0.321 -3.238 -0.614 0.0 -0.1 -0.1 0.10
H -2.343 -5.727 -0.688 0.1 0.0 -0.1 0.11
H -2.398 -5.789 1.062 0.0 0.3 -0.1 0.12
H 0.180 -5.375 -0.542 0.0 -0.1 0.0 0.07
H -0.330 -6.869 0.249 0.0 0.1 0.0 0.08
H 0.055 -5.427 1.215 0.0 -0.1 -0.1 0.07
C 3.070 -2.889 0.085 0.1 0.0 -0.1 -0.08
C 2.649 -3.540 1.390 0.1 -0.1 0.0 -0.28
O 3.059 -4.899 1.504 -0.1 -0.1 0.0 -0.17
C 4.460 -5.141 1.455 0.0 0.0 0.0 -0.28
C 5.237 -4.444 2.559 0.0 0.1 0.1 -0.08
H 2.677 -3.450 -0.768 0.0 0.1 0.1 0.08
H 2.693 -1.863 0.033 0.0 -0.1 0.0 0.08
H 4.156 -2.851 -0.021 0.0 0.1 0.0 0.07
H 1.556 -3.540 1.448 0.1 -0.2 0.1 0.10
H 3.002 -2.965 2.252 0.1 0.0 -0.1 0.11
H 4.855 -4.879 0.468 0.0 0.1 0.0 0.11
H 4.593 -6.222 1.561 -0.2 0.1 0.0 0.12
H 5.150 -3.357 2.495 0.1 0.0 0.0 0.06
H 6.298 -4.699 2.498 -0.1 0.0 0.0 0.08
H 4.859 -4.744 3.541 0.1 0.0 -0.1 0.08
C -0.545 7.936 -2.305 0.0 0.0 0.2 -0.08
C -0.321 7.143 -3.580 0.1 -0.1 0.0 -0.28
O 0.602 6.069 -3.427 0.1 0.1 -0.1 -0.17
C 0.253 5.070 -2.476 0.0 0.0 0.0 -0.28
C -1.057 4.368 -2.785 -0.2 0.0 -0.1 -0.08
H 0.403 8.335 -1.931 -0.1 0.0 -0.1 0.08
H -1.227 8.771 -2.491 0.1 -0.1 0.0 0.08
H -0.977 7.322 -1.513 -0.1 0.0 0.0 0.06
H 0.101 7.807 -4.340 0.1 -0.2 0.0 0.12
H -1.268 6.772 -3.987 0.0 0.0 0.1 0.10
H 0.245 5.494 -1.467 -0.1 0.0 0.0 0.10
H 1.060 4.331 -2.492 0.0 0.2 -0.1 0.12
H -1.904 5.058 -2.770 0.0 -0.1 0.1 0.07
H -1.253 3.584 -2.048 0.1 0.1 0.0 0.07
H -1.024 3.914 -3.780 0.0 0.0 0.1 0.08
```
Positions in Å, forces in eV/Å.

Results
Orbital gap, eV: 9.63
SMILES: C#COC(=O)OCOO.CCOCC.CCOCC.CCOCC
E, hartree: -1231.5853
M, g/mol: 354.4
Relative energy (zero: lowest compared OMol25 entry of this formula, charge and spin), eV: 3.315

Record 3
Below is C16H34OP2Pb as an isolated structure at a distorted geometry, with properties calculated with ωB97M-V with the def2-TZVPD basis set.

XYZ file:
```
54
Properties=species:S:1:pos:R:3:forces:R:3:lowdin_charge:R:1
P 0.205 -1.953 1.345 -0.1 2.4 -1.5 0.72
P 0.014 2.137 1.575 0.0 -1.2 0.3 0.78
C -0.237 -0.514 0.247 0.5 -1.1 -1.4 -0.51
C 0.554 0.794 0.376 0.2 0.6 -0.3 -0.42
H -1.323 -0.356 0.279 0.2 -0.1 0.1 0.05
H -0.016 -0.933 -0.733 -0.3 0.9 0.1 0.00
H 1.636 0.591 0.524 -0.5 0.2 0.0 0.08
H 0.440 1.293 -0.595 0.4 -0.4 0.5 0.01
C -1.597 2.586 0.813 -0.2 0.6 0.0 -0.32
H -2.103 3.294 1.486 0.1 -0.2 -0.2 0.04
H -2.258 1.717 0.685 0.3 0.2 0.1 0.02
H -1.468 3.083 -0.159 0.0 -0.1 0.3 0.02
C 1.091 3.543 1.101 0.1 0.4 -0.1 -0.29
H 0.802 3.990 0.136 0.1 -0.2 0.2 0.04
H 2.147 3.240 1.058 -0.3 0.0 0.0 0.04
H 1.002 4.319 1.876 0.0 -0.2 -0.3 0.04
C -0.924 -3.300 0.774 0.3 -0.1 -0.2 -0.24
H -0.972 -4.078 1.557 0.0 0.3 -0.4 0.04
H -0.544 -3.755 -0.160 -0.3 0.1 0.3 0.04
H -1.948 -2.918 0.613 0.5 -0.1 0.1 0.05
C 1.906 -2.378 0.850 0.0 -0.6 -0.6 -0.25
H 2.530 -1.476 0.844 -0.2 -0.2 0.0 0.04
H 1.912 -2.848 -0.149 0.3 0.1 0.3 0.02
H 2.326 -3.086 1.581 -0.1 0.2 -0.2 0.05
Pb -1.159 -0.188 3.188 1.1 -0.8 2.4 1.15
C 0.471 1.625 -2.724 -0.7 0.6 -0.1 -0.12
C -0.868 1.633 -2.571 1.1 0.7 -0.7 -0.11
C -1.798 0.918 -3.500 -0.5 -0.3 -0.2 -0.18
C -1.440 -0.569 -3.805 -0.4 0.4 -0.1 -0.18
C -0.632 -1.275 -2.757 0.8 -0.6 -0.5 -0.13
C 0.715 -1.362 -2.764 -1.0 -0.5 -0.7 -0.12
C 1.602 -0.543 -3.661 0.2 0.0 -0.2 -0.17
C 1.213 0.959 -3.845 0.6 -0.2 -0.4 -0.18
C 0.037 -2.160 3.857 -1.3 -0.5 2.3 -0.44
H 1.132 2.236 -2.091 -0.6 -0.2 -0.1 0.10
H -1.357 2.313 -1.871 0.4 -0.4 0.0 0.08
H -1.858 1.460 -4.464 0.0 -0.1 0.4 0.12
H -2.814 0.938 -3.078 0.3 0.1 -0.1 0.11
H -2.395 -1.119 -3.872 0.4 0.2 -0.2 0.11
H -0.965 -0.633 -4.795 0.0 -0.1 0.3 0.11
H -1.254 -1.797 -2.018 0.5 -0.1 -0.3 0.10
H 1.239 -2.159 -2.221 -0.4 0.6 0.4 0.10
H 1.654 -1.010 -4.663 0.0 0.2 0.3 0.12
H 2.630 -0.574 -3.267 -0.3 -0.1 0.0 0.11
H 2.168 1.508 -3.942 -0.4 -0.2 -0.2 0.11
H 0.697 1.074 -4.810 -0.1 0.1 0.4 0.11
H 0.986 -1.859 4.337 -0.5 0.0 -0.2 0.00
H 0.217 -3.037 3.201 -0.2 0.4 0.7 -0.07
H -0.696 -2.501 4.603 0.6 -0.4 0.8 -0.05
C -0.167 0.605 6.372 0.3 0.3 -0.8 -0.30
O -0.049 0.617 4.970 -0.6 0.0 -0.7 -0.61
H -0.801 1.446 6.718 0.0 -0.4 0.1 0.06
H 0.847 0.818 6.756 -0.3 -0.3 0.3 0.06
H -0.532 -0.356 6.790 0.1 0.4 -0.1 0.06
```
Positions in Å, forces in eV/Å.

Results
Orbital gap, eV: 5.75
E, hartree: -1580.5849
M, g/mol: 511.6
Relative energy (zero: lowest compared OMol25 entry of this formula, charge and spin), eV: 0.192